The following is a DFT calculation (wB97M-V/def2-TZVPD) of a molecular structure, C41H37BCaN4O7S2Se in a non-equilibrium geometry.

## Properties
- Orbital gap (alpha / beta): 5.838 / 6.361 eV
- Relative energy (zero: lowest compared OMol25 entry of this formula, charge and spin): 20.6 kcal/mol
- Total charge: -2
- Spin multiplicity: 1
- E_tot: -169552.0301 eV

Geometry (Å):
Ca: 0.11861 -1.12604 -0.06850
O: -2.62968 -4.17260 -0.34310
C: -1.86845 -3.21862 -0.33793
O: -0.95099 -2.93829 0.48233
C: -2.08723 -2.16222 -1.48107
O: -2.37225 -2.40050 -2.62155
O: -1.94533 -0.87990 -1.01563
S: 1.33072 -3.85190 -2.22487
C: 1.83772 -2.32633 -2.65510
N: 1.42188 -1.16649 -2.17549
C: 2.03942 -0.10846 -2.79325
C: 1.74275 1.23579 -2.56277
C: 2.45365 2.21663 -3.22952
C: 3.44700 1.88241 -4.14875
C: 3.72342 0.55253 -4.42233
C: 3.01668 -0.43150 -3.75335
S: 3.10211 -2.15518 -3.89289
H: 0.93823 1.50607 -1.89075
H: 2.21175 3.25722 -3.05062
H: 3.98944 2.66322 -4.66619
H: 4.47405 0.28500 -5.15452
C: -1.02795 2.31847 2.05748
C: -1.87359 1.26719 2.70616
C: -3.11714 1.59830 3.23223
C: -3.90580 0.64547 3.85163
C: -3.44053 -0.65432 3.95745
C: -2.20246 -1.02324 3.44806
C: -1.71677 -2.43366 3.58661
C: -1.41234 -0.05347 2.80791
N: -0.19526 -0.44384 2.22136
C: 0.85152 -0.68370 3.02066
C: 0.83288 -0.30215 4.48501
C: 2.00267 -1.31738 2.50860
C: 3.14293 -1.58722 3.46363
N: 2.07089 -1.64466 1.21301
C: 3.12915 -2.46156 0.79661
C: 3.08723 -3.84160 1.06402
C: 1.91873 -4.44299 1.78262
C: 4.13314 -4.64140 0.62957
C: 5.20542 -4.10428 -0.07109
C: 5.23184 -2.74773 -0.33078
C: 4.20558 -1.91339 0.10187
C: 4.27647 -0.43896 -0.15345
H: -1.53256 3.28479 2.09088
H: -0.83324 2.07878 1.00840
H: -0.06750 2.41334 2.56525
H: -3.47522 2.61513 3.13025
H: -4.88417 0.90997 4.22966
H: -4.05476 -1.41414 4.42871
H: -2.52707 -3.07937 3.92547
H: -0.90739 -2.49873 4.31743
H: -1.33407 -2.81583 2.63893
H: -0.06992 0.25570 4.72761
H: 1.69331 0.31768 4.74229
H: 0.86809 -1.17745 5.13772
H: 3.54266 -0.65794 3.87555
H: 3.95757 -2.10920 2.96453
H: 2.82481 -2.19518 4.31248
H: 0.98986 -4.24273 1.24795
H: 1.80143 -4.02971 2.78750
H: 2.04843 -5.52283 1.87257
H: 4.08480 -5.70722 0.81822
H: 6.00125 -4.74338 -0.43024
H: 6.05258 -2.31495 -0.89183
H: 5.06727 -0.21399 -0.86969
H: 4.47809 0.11721 0.76626
H: 3.33994 -0.05574 -0.56476
Se: -1.72701 0.36052 -3.66579
C: -1.53943 2.25626 -3.83891
C: -0.40630 2.75389 -4.48440
C: -0.23269 4.11436 -4.67231
C: -1.18042 5.01381 -4.20570
C: -2.30846 4.52840 -3.56042
C: -2.49083 3.16760 -3.38775
H: 0.35511 2.06322 -4.82258
H: 0.65996 4.47203 -5.17175
H: -1.04014 6.07934 -4.33901
H: -3.06057 5.21344 -3.18642
H: -3.38894 2.81252 -2.89878
O: 2.25898 1.44293 1.65308
N: 1.83291 1.14117 0.62440
O: -2.30275 1.46749 -0.98631
B: -2.57941 0.23879 -1.76060
O: -4.04483 0.09012 -1.77079
C: -4.53938 1.14526 -1.10931
C: -5.85797 1.46980 -0.88900
C: -6.13273 2.65257 -0.19704
C: -5.11459 3.47958 0.24121
C: -3.77393 3.15411 0.01219
C: -3.50478 1.97860 -0.64682
H: -6.64856 0.82272 -1.24372
H: -7.16410 2.92532 -0.00648
H: -5.35551 4.39287 0.76977
H: -2.96795 3.79430 0.33876

Mulliken atomic charge list, values in e, 4 entries:
1. Ca 1.983
2. O -0.754
3. C 0.123
4. O -0.413

The following is a DFT calculation (wB97M-V/def2-TZVPD) of 11 unconnected molecules or ions with the total composition C25H72O11 in a non-equilibrium geometry.

## Properties
- Orbital gap: 9.658 eV
- Structure (SMILES): CC(C)O.CC(C)O.CC(C)O.CCO.CCO.CCO.CCO.CCO.CCO.CCO.CCO
- Relative energy (zero: lowest compared OMol25 entry of this formula, charge and spin): 28.1 kcal/mol
- Spin multiplicity: 1
- E_tot: -49612.8243 eV

Geometry (Å):
C: 9.40043 17.58997 16.96424
C: 10.02787 16.19972 17.02911
C: 10.70803 15.74110 15.74656
O: 11.04132 16.20024 18.03485
H: 8.98601 17.82868 17.95020
H: 8.45916 17.54802 16.40332
H: 10.09197 18.34557 16.59661
H: 9.21735 15.51323 17.31272
H: 11.15717 14.76858 15.92736
H: 11.39372 16.51192 15.39742
H: 9.91886 15.63889 14.99670
H: 10.67516 16.51389 18.86829
C: 12.53134 19.72652 18.73438
C: 12.16614 20.17008 20.13594
C: 12.84390 21.48544 20.54858
O: 10.74640 20.32003 20.20052
H: 13.60067 19.54641 18.62763
H: 12.32510 20.52606 18.01584
H: 11.90483 18.87529 18.47159
H: 12.46673 19.41639 20.87573
H: 12.64866 22.26752 19.81650
H: 13.92460 21.31175 20.58676
H: 12.58806 21.78074 21.56768
H: 10.54227 20.87852 20.95475
C: 12.50407 21.39101 13.39601
C: 13.09796 20.89604 14.73261
C: 12.91973 19.41022 15.00899
O: 14.50603 21.21208 14.70231
H: 12.35196 22.46623 13.42534
H: 11.56295 20.86628 13.21502
H: 13.19493 21.10076 12.60419
H: 12.63324 21.47904 15.52990
H: 13.58256 18.80700 14.38446
H: 11.87613 19.11872 14.88778
H: 13.24028 19.16806 16.02517
H: 14.91992 20.49586 14.18188
C: 8.42298 20.33420 12.94513
C: 8.38889 19.88960 14.37938
O: 9.19526 20.77058 15.17799
H: 9.41573 20.25590 12.50368
H: 8.14313 21.38767 12.86791
H: 7.67046 19.77107 12.39157
H: 8.85161 18.90211 14.49690
H: 7.36984 19.86885 14.77790
H: 9.03674 20.58511 16.10836
C: 13.38448 24.58421 16.72317
C: 14.19435 23.42573 17.34757
O: 15.25280 23.06027 16.50093
H: 12.45918 24.81309 17.25454
H: 13.22420 24.46132 15.65405
H: 14.00175 25.48528 16.81398
H: 13.46865 22.61376 17.49036
H: 14.60182 23.74298 18.30979
H: 14.93053 22.31159 15.93985
C: 12.72186 20.70991 9.85512
C: 12.59902 20.41109 8.36720
O: 11.87751 19.18312 8.27846
H: 11.73241 20.72881 10.31538
H: 13.12625 21.70609 10.05277
H: 13.34450 19.98218 10.37216
H: 13.58222 20.32984 7.89471
H: 12.06334 21.20609 7.83909
H: 12.07618 18.73931 7.44905
C: 11.69561 17.96895 12.04880
C: 11.15571 17.13074 10.90357
O: 11.36658 15.76860 11.26661
H: 11.44890 19.02824 11.97790
H: 12.78586 17.99955 11.94144
H: 11.44034 17.55261 13.01968
H: 11.66749 17.37390 9.96964
H: 10.08972 17.31679 10.73449
H: 11.02387 15.18218 10.58795
C: 17.96924 18.20173 13.68671
C: 16.80392 19.04262 14.16528
O: 15.95266 19.42751 13.08049
H: 17.55429 17.28141 13.26949
H: 18.65669 17.97868 14.50292
H: 18.56540 18.73183 12.94228
H: 17.12293 19.96422 14.65345
H: 16.26521 18.45818 14.92114
H: 15.84896 18.66295 12.50151
C: 10.22086 24.25452 14.97947
C: 9.70547 24.09312 13.55529
O: 9.53207 25.34020 12.91632
H: 9.49859 24.76126 15.61824
H: 11.12216 24.86898 14.94158
H: 10.48928 23.29450 15.42545
H: 8.74783 23.56546 13.59866
H: 10.35374 23.43841 12.96178
H: 10.36236 25.54724 12.45867
C: 12.18764 24.46106 9.67324
C: 12.88777 25.04265 10.90663
O: 11.96229 25.93907 11.55527
H: 11.45012 23.70852 9.94831
H: 12.90395 24.01028 8.97765
H: 11.71327 25.25253 9.09439
H: 13.75247 25.61060 10.55775
H: 13.21012 24.29456 11.62617
H: 12.13540 26.82808 11.23789
C: 14.38047 16.03352 14.71640
C: 14.39154 14.50915 14.86286
O: 15.36930 14.11538 15.83289
H: 14.31874 16.63344 15.62315
H: 13.51503 16.29509 14.09788
H: 15.29478 16.27452 14.16800
H: 14.51000 14.09199 13.86809
H: 13.42861 14.20479 15.28442
H: 15.04813 14.43439 16.67948

Mulliken atomic charge list, values in e, 4 entries:
1. C -0.889
2. C 0.414
3. C -0.838
4. O -0.619

The following is a DFT calculation (wB97M-V/def2-TZVPD) of C6H8N2O3 in the gas phase in a non-equilibrium geometry.

## Properties
- Orbital gap: 9.488 eV
- Structure (SMILES): CO[C@@]1(O)C=C(C(N)=O)C=N1
- Relative energy (zero: lowest compared OMol25 entry of this formula, charge and spin): 64.6 kcal/mol
- Spin multiplicity: 1
- E_tot: -15472.1345 eV

Geometry (Å):
C: -0.10497 1.88772 -1.72970
O: 0.91769 1.03082 -1.11396
C: 0.49798 -0.28821 -0.98144
O: 0.63808 -1.00698 -2.17220
C: 1.34861 -0.94677 0.10412
C: 0.52036 -1.26264 1.08957
C: 0.70221 -1.86188 2.41321
N: -0.01124 -1.40908 3.50323
O: 1.60170 -2.67379 2.57838
C: -0.80927 -0.85305 0.66803
N: -0.84291 -0.19891 -0.41826
H: -0.93456 2.31010 -0.96677
H: -0.64210 1.17615 -2.50370
H: 0.48661 2.59489 -2.33231
H: 0.04772 -0.48610 -2.88823
H: 2.39636 -0.82279 -0.04182
H: -0.77969 -0.64390 3.42789
H: 0.16759 -1.92116 4.40709
H: -1.74688 -1.00234 1.22929

natural (NBO) atomic charge list, values in e, 4 entries:
1. C -0.263
2. O -0.538
3. C 0.561
4. O -0.686